Density functional theory data (ωB97M-V with the def2-TZVPD basis set) for a molecular structure, C20H18CsF6N5O4S2Se4 in a non-equilibrium geometry.

Its energy relative to the best compared isomer or geometry (same formula, charge and spin) is 18.8 kcal/mol. As for the energy: -12369.2042 hartree. As for the frontier orbital gap: 0.13684 hartree. As for the charge: -2.

Cartesian coordinates (Å):
Cs: -0.48680 1.50649 -2.24767
C: 0.32574 -3.11873 0.39084
N: -0.37595 -1.97622 0.93447
C: -1.42286 -2.43239 1.83907
C: -2.82808 -1.90866 1.55171
C: -3.90390 -2.47024 2.23708
C: -5.18679 -2.04197 1.93865
C: -5.36316 -1.08737 0.95062
C: -4.23473 -0.60209 0.30893
N: -2.99926 -0.99620 0.60740
C: 0.54992 -0.97450 1.49436
C: -0.08742 0.13817 2.29364
C: -0.06541 0.09803 3.68711
C: -0.66076 1.12168 4.40683
C: -1.24235 2.16645 3.71044
C: -1.18786 2.14020 2.32378
N: -0.63089 1.15508 1.63036
C: 1.33388 -2.86455 -0.71040
C: 2.29617 -3.83684 -0.97656
C: 3.13167 -3.67449 -2.06886
C: 2.99631 -2.53936 -2.84968
C: 2.04172 -1.60350 -2.48296
N: 1.23319 -1.75857 -1.43729
H: -0.44548 -3.74808 -0.06196
H: 0.82961 -3.71741 1.17606
H: -1.15196 -2.22856 2.88458
H: -1.50839 -3.51862 1.75957
H: -3.73784 -3.24534 2.97792
H: -6.03980 -2.46718 2.45397
H: -6.34863 -0.75059 0.65999
H: -4.32575 0.11928 -0.49632
H: 1.08997 -0.51855 0.66622
H: 1.27902 -1.48442 2.15187
H: 0.42132 -0.72285 4.19930
H: -0.67414 1.09497 5.48982
H: -1.70978 2.99108 4.23340
H: -1.61113 2.94761 1.73739
H: 2.36987 -4.71744 -0.34938
H: 3.87729 -4.42393 -2.30528
H: 3.62297 -2.37131 -3.71537
H: 1.93165 -0.68023 -3.03248
F: 4.64403 1.52902 -3.74484
C: 4.33110 2.41489 -2.78659
F: 4.55472 1.84277 -1.60494
F: 5.15678 3.46970 -2.90185
S: 2.57775 2.99219 -3.04513
O: 1.77114 1.80685 -2.93090
O: 2.67189 3.64597 -4.30767
N: 2.34209 4.02233 -1.88144
S: 1.80031 3.46288 -0.50202
O: 2.25097 2.14821 -0.16313
O: 0.43045 3.80557 -0.26524
C: 2.75751 4.60359 0.60709
F: 2.47767 4.34395 1.88950
F: 4.07389 4.43949 0.42531
F: 2.44715 5.88204 0.35994
Se: -1.46391 -0.05833 -5.44278
Se: -3.75368 0.28949 -5.55766
Se: -4.35417 1.69861 -3.78507
Se: -5.81688 0.66193 -2.32377

Density functional theory data (ωB97M-V with the def2-TZVPD basis set) for a single C2H2O3S molecule in a non-equilibrium geometry.

Its energy relative to the best compared isomer or geometry (same formula, charge and spin) is 78.5 kcal/mol. As for the energy: -701.2154 hartree. As for the frontier orbital gap: 0.32436 hartree.

Cartesian coordinates (Å):
C: 0.26202 -1.28959 -0.05688
C: 0.29604 1.35285 -0.12645
O: 0.03219 -1.71405 -1.14593
O: -0.13705 2.19339 -0.78555
O: -2.09855 0.11695 0.57721
S: -0.69542 0.02297 0.95667
H: 0.94409 -1.70587 0.65188
H: 1.39669 1.02335 -0.07095

Density functional theory data (ωB97M-V with the def2-TZVPD basis set) for a gas-phase ion, C3H5N2O (charge +1) in a non-equilibrium geometry.

Its energy relative to the best compared isomer or geometry (same formula, charge and spin) is 59.1 kcal/mol. Its SMILES is C=NC(O)=[N+]=C. As for the energy: -301.7352 hartree. As for the frontier orbital gap: 0.36783 hartree. As for the charge: +1.

Cartesian coordinates (Å):
C: 2.18793 -0.60294 0.14947
C: -2.14821 -0.62085 -0.08483
C: 0.02516 0.57392 -0.13253
N: 1.14220 -0.28534 -0.44275
N: -1.10485 0.02449 0.13375
O: 0.27859 1.83922 -0.08275
H: 2.42251 -0.40444 1.19103
H: 2.91972 -1.14578 -0.44162
H: -2.72588 -0.97354 0.76338
H: -2.51059 -0.83286 -1.08816
H: -0.48657 2.42812 0.03500

Density functional theory data (ωB97M-V with the def2-TZVPD basis set) for a single C6H8BrNS molecule in a non-equilibrium geometry.

Its energy relative to the best compared isomer or geometry (same formula, charge and spin) is 44.8 kcal/mol. Its SMILES is CSC1=NC=C[C@@H](Br)C1. As for the energy: -3260.3195 hartree. As for the frontier orbital gap: 0.31358 hartree.

Cartesian coordinates (Å):
C: 1.55251 -1.77482 -0.59290
C: 0.48791 -1.75820 -1.61630
C: 1.51937 -0.87189 0.43526
C: -0.79973 -1.17501 -1.00524
C: -0.52567 0.02422 -0.11024
C: -0.87925 2.25164 1.14866
N: 0.56708 0.10405 0.52820
S: -1.76535 1.20820 -0.01797
Br: 0.20790 -3.70928 -2.31673
H: 2.26770 -2.58551 -0.42997
H: 0.63637 -1.03911 -2.47189
H: 2.16182 -0.73140 1.30320
H: -1.52606 -0.79488 -1.79932
H: -1.41881 -1.95149 -0.64334
H: -0.68810 1.62346 2.02196
H: -1.31217 3.05832 1.60189
H: 0.15096 2.48257 0.77098

Density functional theory data (ωB97M-V with the def2-TZVPD basis set) for a single C5H7FS2 molecule in a non-equilibrium geometry.

Its energy relative to the best compared isomer or geometry (same formula, charge and spin) is 79.9 kcal/mol. Its SMILES is C/C(=C/SC=S)CF. As for the energy: -1090.8117 hartree. As for the frontier orbital gap: 0.29924 hartree.

Cartesian coordinates (Å):
C: 1.97761 0.89011 -0.37733
C: 0.64247 0.04752 0.06142
C: 1.24764 -1.30578 0.39530
C: -0.55228 0.45350 0.44360
C: -3.35779 0.12235 -0.03700
H: 1.59752 1.94325 -0.73876
H: 2.38909 0.50780 -1.33484
H: 2.58681 0.81431 0.63662
H: 0.49212 -2.09369 0.09303
H: 1.67573 -1.51094 1.31857
H: -0.77787 1.43367 0.16081
H: -3.26491 1.42289 -0.28922
F: 2.20552 -1.52093 -0.68864
S: -2.03766 -0.55747 0.90505
S: -4.82399 -0.64658 -0.54862

Density functional theory data (ωB97M-V with the def2-TZVPD basis set) for a molecular structure, C40H45AsCl5N2PPtSSeSi.

Its energy relative to the best compared isomer or geometry (same formula, charge and spin) is 17.5 kcal/mol. Its expectation value of S² is 2.010. As for the energy: -9747.3172 hartree. As for the frontier orbital gap (alpha / beta): 0.26894 / 0.22396 hartree. As for the spin multiplicity: 3.

Cartesian coordinates (Å):
Pt: 0.23789 0.42869 1.79018
C: -0.85383 -0.82072 -1.52460
C: -2.14237 -1.53023 -1.17513
As: -3.19842 -2.07326 -2.77794
C: -2.96385 -0.40997 -3.80389
C: -1.85999 -0.10397 -4.59039
C: -1.77915 1.11323 -5.24586
C: -2.80573 2.03680 -5.13258
C: -3.91081 1.74289 -4.35072
C: -3.98593 0.52789 -3.69519
C: -1.86635 -3.15185 -3.73472
C: -0.73655 -3.72154 -3.16387
C: 0.16018 -4.43986 -3.93725
C: -0.07635 -4.63124 -5.28691
C: -1.23066 -4.11815 -5.85759
C: -2.10929 -3.37865 -5.08849
P: 0.43985 -0.83069 -0.18434
C: 0.54306 -2.60292 0.25415
C: -0.34743 -3.04052 1.23438
C: -0.36189 -4.36401 1.63730
C: 0.52351 -5.27051 1.07873
C: 1.42950 -4.83790 0.12636
C: 1.45298 -3.51289 -0.27038
C: 1.83497 -0.44080 -1.29286
C: 2.52173 0.75166 -1.09764
C: 3.56767 1.10245 -1.93319
C: 3.93077 0.26528 -2.97550
C: 3.20832 -0.89217 -3.21750
C: 2.15771 -1.23683 -2.38926
H: -1.04183 0.23037 -1.77549
H: -0.38062 -1.28970 -2.39516
H: -2.76760 -0.90374 -0.53342
H: -1.94827 -2.45547 -0.62447
H: -1.05485 -0.82262 -4.70095
H: -0.90634 1.34193 -5.84288
H: -2.74841 2.98023 -5.65796
H: -4.71260 2.46127 -4.25156
H: -4.85160 0.28828 -3.08518
H: -0.55347 -3.62435 -2.09995
H: 1.04813 -4.85201 -3.47927
H: 0.62834 -5.18528 -5.88983
H: -1.44257 -4.29001 -6.90200
H: -3.01084 -2.97055 -5.53458
H: -1.01731 -2.32470 1.70069
H: -1.06236 -4.68865 2.39396
H: 0.52526 -6.30442 1.39475
H: 2.13422 -5.53045 -0.31291
H: 2.20305 -3.19259 -0.97396
H: 2.22717 1.40714 -0.28677
H: 4.10539 2.02476 -1.77255
H: 4.76408 0.52310 -3.61013
H: 3.45887 -1.53257 -4.05282
H: 1.58322 -2.12311 -2.61399
C: -3.98926 4.08264 2.87459
C: -2.80245 3.16159 2.63521
N: -1.61858 3.92757 2.33289
C: -0.76606 3.72152 1.32253
S: -0.93600 2.43979 0.24098
N: 0.17777 4.65886 1.13606
C: 1.14632 4.67479 0.06560
C: 1.26241 6.08174 -0.50627
H: -4.86829 3.48521 3.09484
H: -4.19104 4.69077 1.99584
H: -3.80168 4.73930 3.72177
H: -2.99193 2.49690 1.79116
H: -2.62878 2.54476 3.52518
H: -1.40314 4.66640 2.98802
H: 0.32439 5.34038 1.86738
H: 0.79662 3.97329 -0.69483
H: 2.12075 4.33860 0.43749
H: 0.28815 6.42884 -0.84258
H: 1.94031 6.08950 -1.35491
H: 1.64317 6.76866 0.24780
Cl: 1.29374 3.21259 3.66330
C: 2.46926 2.33422 2.75325
C: 2.19584 0.99946 2.44811
C: 3.25952 0.29819 1.86771
Cl: 3.06636 -1.38915 1.59470
C: 4.44695 0.90356 1.47785
Cl: 5.65795 0.01172 0.63851
C: 4.63416 2.26261 1.71972
Cl: 6.06886 3.04482 1.18418
C: 3.65293 2.97438 2.40403
Cl: 3.90763 4.63864 2.77842
C: 0.87670 -2.20636 4.71513
Si: -0.61647 -1.16524 5.27177
C: -0.20865 0.10263 6.63864
C: -2.04994 -2.31227 5.79397
Se: -1.43043 0.04976 3.49443
H: 1.14743 -2.94039 5.46530
H: 1.74321 -1.58383 4.51670
H: 0.64640 -2.73445 3.79469
H: 0.07088 -0.37027 7.57478
H: -1.07181 0.73608 6.82761
H: 0.61023 0.74543 6.32956
H: -1.85989 -2.78118 6.75499
H: -2.18473 -3.10122 5.05863
H: -2.98740 -1.76785 5.86642

What did the third record say?
Density functional theory data (ωB97M-V with the def2-TZVPD basis set) for a gas-phase ion, C3H5N2O (charge +1) in a non-equilibrium geometry.

Its energy relative to the best compared isomer or geometry (same formula, charge and spin) is 59.1 kcal/mol. Its SMILES is C=NC(O)=[N+]=C. As for the energy: -301.7352 hartree. As for the frontier orbital gap: 0.36783 hartree. As for the charge: +1.

Cartesian coordinates (Å):
C: 2.18793 -0.60294 0.14947
C: -2.14821 -0.62085 -0.08483
C: 0.02516 0.57392 -0.13253
N: 1.14220 -0.28534 -0.44275
N: -1.10485 0.02449 0.13375
O: 0.27859 1.83922 -0.08275
H: 2.42251 -0.40444 1.19103
H: 2.91972 -1.14578 -0.44162
H: -2.72588 -0.97354 0.76338
H: -2.51059 -0.83286 -1.08816
H: -0.48657 2.42812 0.03500

Question: Which value of energy relative to the best compared isomer or geometry (same formula, charge and spin) does entry 2 give?
Answer: 78.5 kcal/mol

Question: energy relative to the best compared isomer or geometry (same formula, charge and spin) of number 4 (C6H8BrNS)?
Answer: 44.8 kcal/mol